No. 1
{
  "formula": "C29H28BF2MoN3O2",
  "method": "ωB97M-V/def2-TZVPD",
  "symbols": ["Mo", "F", "F", "O", "O", "N", "N", "N", "C", "C", "C", "C", "C", "C", "C", "C", "C", "C", "C", "C", "C", "C", "C", "C", "C", "C", "C", "C", "C", "C", "C", "C", "C", "C", "C", "C", "C", "B", "H", "H", "H", "H", "H", "H", "H", "H", "H", "H", "H", "H", "H", "H", "H", "H", "H", "H", "H", "H", "H", "H", "H", "H", "H", "H", "H", "H"],
  "positions_angstrom": [[0.334, 0.871, -0.510], [-0.371, -2.098, 0.193], [-0.410, -1.577, -2.051], [-2.736, 3.653, -0.690], [3.726, 1.753, -2.777], [-1.472, 1.843, -0.375], [2.256, 0.769, -1.463], [0.456, 2.589, -1.844], [-0.501, 3.473, -1.775], [-3.435, -0.231, -1.330], [-2.679, 1.437, 0.426], [3.518, -0.092, -1.283], [2.403, -3.496, -2.355], [2.971, -2.192, -2.427], [3.363, -1.609, -1.257], [0.888, 5.008, -3.028], [1.892, 4.081, -2.955], [1.618, 2.867, -2.406], [-0.341, 4.712, -2.334], [-3.531, 2.751, 0.274], [0.653, 0.160, 4.837], [4.464, 0.524, -2.373], [2.186, -4.099, -1.151], [2.550, 1.693, -2.252], [-1.489, -0.978, 4.133], [0.110, 0.591, 1.440], [0.731, -2.073, 3.672], [0.003, -0.734, 3.772], [-3.701, -0.812, 0.994], [0.054, 0.042, 2.531], [-3.234, 0.127, 0.051], [2.646, -3.459, 0.022], [-1.666, 2.969, -0.974], [-4.392, -2.350, -0.794], [-4.262, -1.989, 0.570], [-3.960, -1.443, -1.751], [3.253, -2.234, -0.046], [-0.227, -1.197, -0.795], [2.091, -3.982, -3.231], [0.960, 5.973, -3.553], [-2.414, 1.356, 1.479], [-3.202, 0.468, -2.174], [-2.026, -1.578, 3.386], [0.377, -2.604, 4.547], [-4.824, -3.284, -1.084], [1.697, 0.348, 4.517], [-0.991, 5.565, -2.272], [-1.922, 0.010, 4.217], [2.472, -3.853, 0.975], [0.628, -0.299, 5.828], [2.836, 4.286, -3.369], [-4.561, -2.743, 1.240], [-4.495, 2.752, -0.125], [1.801, -1.944, 3.783], [3.818, 0.248, -0.308], [-3.716, -0.573, 2.056], [-3.474, 3.289, 1.168], [1.781, -5.153, -1.082], [3.056, -1.688, -3.378], [-4.216, -1.706, -2.906], [-1.504, -1.487, 5.071], [0.107, 1.019, 5.028], [0.545, -2.644, 2.777], [4.416, -0.099, -3.341], [5.509, 0.792, -2.014], [3.584, -1.719, 0.848]],
  "atomic_forces_ev_per_a": [[0.7, 0.2, 1.4], [0.1, 0.7, -1.0], [0.0, -0.1, 0.1], [0.0, -1.1, -0.1], [1.0, 0.1, -0.2], [-1.1, -0.9, 0.2], [-0.2, -3.2, 1.2], [0.3, -1.4, 0.2], [-1.9, 1.3, 0.2], [0.7, 1.3, -0.3], [-0.1, 1.6, 0.0], [0.9, 0.6, -0.1], [0.6, 1.6, -0.1], [-0.8, -2.1, -0.2], [-0.6, 2.7, -1.1], [-2.2, 0.1, 1.1], [0.0, 0.3, -0.8], [0.5, -1.5, 0.3], [1.7, 1.4, -1.4], [2.1, 0.0, -1.0], [1.4, -1.8, 0.0], [-0.5, -0.9, -1.0], [0.4, -1.3, 1.5], [0.4, 2.9, -0.8], [0.7, 0.4, -1.0], [0.4, 0.5, -0.9], [0.3, 0.3, 0.3], [-0.8, 0.4, -0.1], [0.3, 1.3, -0.1], [0.2, -0.9, 0.2], [-1.4, -1.9, -2.3], [-0.2, -0.1, -1.2], [0.5, 0.6, 0.8], [0.7, 1.2, 1.0], [0.1, -1.0, -1.9], [-1.3, -0.9, -2.2], [-0.2, 0.0, 0.8], [-0.4, -1.4, 0.3], [-0.3, -0.5, -1.2], [0.3, -0.6, 0.4], [0.4, 0.2, 0.0], [0.1, -0.3, 1.1], [0.3, 0.2, 0.2], [0.1, -0.5, 0.1], [-0.2, -0.4, 0.0], [-0.6, 0.2, 0.5], [-0.9, -0.3, 0.2], [-0.6, 0.1, 0.2], [-0.1, -0.9, 1.2], [0.3, -0.6, -0.2], [1.2, 0.1, -0.5], [-0.5, -0.5, 1.1], [-1.4, -0.5, -0.6], [0.3, 0.1, -0.1], [0.6, 0.0, 0.5], [0.3, -0.1, -0.2], [-0.2, 0.8, 1.4], [0.3, 1.5, -0.1], [-0.1, 0.0, -0.1], [1.0, 1.0, 2.9], [-0.2, -0.3, 0.7], [-0.9, 2.1, -0.3], [-0.3, -0.1, -0.3], [0.7, 0.8, 1.7], [-1.5, -0.3, -0.7], [-0.1, -0.1, 0.1]],
  "mulliken_charge": [0.85, -0.17, -0.07, -0.49, -0.40, 0.08, -0.02, -0.40, 0.35, 0.00, -0.39, -0.82, -0.77, -0.50, 0.72, -0.56, -0.40, 0.42, -0.24, -0.59, -1.81, -0.32, -0.57, 0.14, -1.64, -0.80, -1.49, 1.99, -0.48, 0.43, 0.45, -0.52, -0.03, -0.56, -0.79, -0.59, -0.49, 0.64, 0.46, 0.48, 0.46, 0.21, 0.26, 0.42, 0.49, 0.42, 0.51, 0.42, 0.51, 0.41, 0.61, 0.44, 0.35, 0.43, 0.80, 0.61, 0.39, 0.37, 0.27, 0.25, 0.56, 0.47, 0.27, 0.30, 0.30, 0.41],
  "total_charge": 2,
  "spin_multiplicity": 3
}



No. 2
{
  "formula": "C29H28Cl2N8O2Tl",
  "method": "ωB97M-V/def2-TZVPD",
  "symbols": ["Tl", "Cl", "Cl", "O", "O", "N", "N", "N", "N", "N", "N", "N", "N", "C", "C", "C", "C", "C", "C", "C", "C", "C", "C", "C", "C", "C", "C", "C", "C", "C", "C", "C", "C", "C", "C", "C", "C", "C", "C", "C", "C", "C", "H", "H", "H", "H", "H", "H", "H", "H", "H", "H", "H", "H", "H", "H", "H", "H", "H", "H", "H", "H", "H", "H", "H", "H", "H", "H", "H", "H"],
  "positions_angstrom": [[-0.085, 0.268, 0.309], [-6.526, -1.738, 0.295], [-6.419, 0.393, -2.062], [-2.219, 3.176, -2.000], [-2.654, -1.133, 3.501], [1.818, -0.779, 1.310], [-0.406, -2.274, 0.039], [0.924, 2.291, -0.592], [0.258, 0.868, 3.069], [-1.835, -0.063, 1.631], [-1.028, -0.511, -2.199], [-1.710, 1.614, -0.377], [1.633, -0.577, -1.429], [3.924, -1.093, -1.803], [-2.915, 0.924, -0.248], [-0.643, 0.106, 3.700], [2.207, 2.659, -0.640], [0.373, 4.133, -1.991], [-4.086, -0.836, 0.957], [0.380, 0.512, 5.818], [-1.456, 2.595, -1.239], [-5.108, 0.215, -0.953], [-1.646, -1.827, -2.050], [2.856, -0.820, -0.966], [1.398, -0.627, -2.740], [-5.156, -0.713, 0.073], [3.063, -0.782, 0.537], [2.642, 3.761, -1.347], [-0.609, -0.106, 5.071], [1.301, 1.323, 5.173], [-3.993, 1.033, -1.115], [2.418, -0.884, -3.645], [0.773, -2.931, 0.612], [-1.817, -0.467, 2.909], [1.360, -2.117, 1.753], [1.700, 4.514, -2.038], [0.016, 3.013, -1.254], [-0.019, -0.395, -3.235], [-0.738, -2.784, -1.300], [3.698, -1.110, -3.171], [-2.967, -0.030, 0.812], [1.202, 1.466, 3.799], [2.075, 1.842, 5.720], [-0.412, 4.668, -2.505], [0.426, 0.375, 6.890], [3.620, 0.122, 0.791], [-1.212, -3.768, -1.243], [-1.372, -0.728, 5.515], [2.193, -2.662, 2.206], [0.606, -1.961, 2.527], [-1.907, -2.272, -3.018], [0.550, -3.938, 0.977], [-1.759, 0.171, -2.354], [2.003, 5.385, -2.604], [4.904, -1.296, -1.393], [2.910, 2.050, -0.086], [3.690, 4.022, -1.351], [-2.575, -1.688, -1.491], [1.935, -0.209, 2.139], [-0.063, 0.612, -3.657], [0.200, -2.913, -1.844], [2.201, -0.921, -4.704], [-3.987, 1.772, -1.902], [1.900, 2.095, 3.253], [1.513, -3.040, -0.182], [-1.204, -2.414, 0.656], [-4.140, -1.541, 1.772], [3.690, -1.628, 0.833], [4.508, -1.316, -3.857], [-0.201, -1.088, -4.066]],
  "atomic_forces_ev_per_a": [[0.0, 0.0, -0.3], [0.0, 0.0, 0.0], [0.0, 0.0, 0.0], [0.0, 0.0, 0.0], [0.0, 0.0, 0.0], [0.1, -0.1, 0.0], [0.1, -0.1, 0.0], [0.1, 0.0, 0.0], [0.0, 0.0, 0.0], [0.1, -0.1, -0.1], [-0.1, -0.1, 0.0], [0.1, 0.1, 0.1], [0.0, 0.1, 0.1], [0.0, 0.0, 0.0], [-0.2, -0.2, 0.1], [0.0, 0.0, 0.0], [0.0, 0.0, 0.0], [-0.1, 0.0, 0.0], [0.0, 0.1, -0.1], [0.0, 0.0, 0.0], [0.1, 0.0, 0.0], [0.0, 0.0, 0.0], [0.0, 0.0, 0.1], [0.0, 0.0, 0.0], [-0.1, 0.0, 0.0], [0.1, 0.0, 0.1], [-0.1, 0.0, 0.0], [0.0, 0.0, 0.0], [0.0, 0.0, 0.0], [0.0, 0.0, 0.0], [0.0, 0.0, 0.0], [0.0, 0.0, 0.0], [0.0, 0.0, 0.0], [0.0, 0.1, 0.1], [0.0, 0.1, -0.1], [0.0, 0.0, 0.0], [-0.1, 0.0, 0.0], [0.1, 0.0, 0.1], [0.0, 0.0, 0.0], [0.0, 0.0, 0.0], [-0.1, 0.1, 0.0], [0.0, 0.0, 0.0], [0.0, 0.0, 0.0], [0.0, 0.0, 0.0], [0.0, 0.0, 0.0], [0.0, 0.0, 0.0], [0.0, 0.0, 0.0], [0.0, 0.0, 0.0], [0.0, 0.0, 0.0], [0.0, 0.0, 0.0], [0.0, 0.0, 0.0], [0.0, 0.0, 0.0], [0.0, 0.0, 0.0], [0.0, 0.0, 0.0], [0.0, 0.0, 0.0], [0.0, 0.0, 0.0], [0.0, 0.0, 0.0], [0.0, 0.0, 0.0], [0.0, 0.0, 0.0], [0.0, 0.0, 0.0], [0.0, 0.0, 0.0], [0.0, 0.0, 0.0], [0.0, 0.0, 0.0], [0.0, 0.0, 0.0], [0.0, 0.0, 0.0], [0.0, 0.1, 0.0], [0.0, 0.0, 0.0], [0.0, 0.0, 0.0], [0.0, 0.0, 0.0], [0.0, 0.0, 0.0]],
  "mulliken_charge": [2.49, -0.20, -0.19, -0.74, -0.73, -0.09, -0.13, -0.05, -0.02, 0.09, 0.10, -0.26, 0.92, -1.14, -0.34, 0.24, 0.08, -0.74, -0.91, -0.38, 0.08, 0.08, -0.82, 0.73, 0.76, 0.09, -1.66, -1.15, -0.74, -0.99, -0.52, -1.13, -1.04, 0.48, -0.76, -0.39, 0.72, -1.83, -0.95, -0.72, -0.16, -0.08, 0.43, 0.57, 0.45, 0.56, 0.56, 0.53, 0.60, 0.18, 0.55, 0.60, 0.36, 0.46, 0.57, 0.39, 0.47, 0.10, 0.12, 0.53, 0.39, 0.58, 0.64, 0.50, 0.41, 0.38, 0.65, 0.47, 0.45, 0.47],
  "total_charge": 1
}



No. 3
{
  "formula": "C29H28ClF2IInN6OS4",
  "method": "ωB97M-V/def2-TZVPD",
  "symbols": ["I", "In", "Cl", "S", "S", "S", "S", "F", "F", "O", "N", "N", "N", "N", "N", "N", "C", "C", "C", "C", "C", "C", "C", "C", "C", "C", "C", "C", "C", "C", "C", "C", "C", "C", "C", "C", "C", "C", "C", "C", "C", "C", "C", "C", "C", "H", "H", "H", "H", "H", "H", "H", "H", "H", "H", "H", "H", "H", "H", "H", "H", "H", "H", "H", "H", "H", "H", "H", "H", "H", "H", "H", "H"],
  "positions_angstrom": [[4.197, 1.361, -2.807], [-0.031, 0.110, 0.090], [0.556, 4.941, -5.343], [1.345, 1.379, 4.724], [2.926, -0.183, 1.481], [-2.639, 0.694, 1.229], [0.808, 2.595, 1.195], [-1.863, -3.007, 4.318], [0.094, -5.335, 0.789], [1.529, 0.884, -1.204], [-4.917, -0.568, 0.517], [0.795, -1.823, -1.287], [-3.333, -1.012, -0.807], [-0.992, 1.840, -1.524], [-5.448, -1.416, -0.408], [-2.071, -1.059, -1.361], [-1.254, -3.004, 3.127], [-0.207, -4.152, 1.356], [1.523, -1.696, -2.397], [-0.025, 2.920, 2.782], [-1.576, 3.780, -3.440], [-0.010, 2.311, -2.330], [0.933, -2.916, -0.527], [-4.529, -2.588, -2.383], [3.182, -0.259, 3.298], [3.429, 1.506, 1.087], [0.110, -2.956, 0.705], [2.596, -3.776, -2.023], [-0.138, 1.708, 3.700], [-2.209, 2.318, -1.662], [2.289, 2.212, -2.999], [2.436, -2.647, -2.811], [-0.364, -1.771, 1.278], [-0.864, -4.202, 2.567], [1.297, 1.763, -2.135], [-3.621, -0.298, 0.319], [2.061, 3.185, -3.976], [2.567, 2.573, 1.724], [-4.481, -1.685, -1.212], [-0.257, 3.296, -3.325], [1.925, -0.265, 4.172], [-1.049, -1.797, 2.479], [0.816, 3.728, -4.134], [1.835, -3.919, -0.875], [-2.549, 3.289, -2.615], [-1.066, -5.147, 3.051], [-5.486, -0.226, 1.273], [-0.346, 0.813, 3.117], [3.312, -4.540, -2.293], [-5.548, -2.937, -2.518], [-1.797, 4.536, -4.180], [1.367, -0.792, -2.972], [3.728, -1.189, 3.455], [2.963, 3.553, 1.455], [3.837, 0.570, 3.561], [2.875, 3.512, -4.609], [-1.021, 3.258, 2.493], [-1.454, -0.907, 2.938], [1.101, -0.777, 3.683], [0.498, 3.749, 3.258], [-2.039, -0.570, -2.250], [4.467, 1.640, 1.392], [2.147, -0.797, 5.096], [-3.571, 3.636, -2.678], [3.380, 1.548, 0.001], [-2.968, 1.949, -0.988], [2.558, 2.481, 2.805], [-0.960, 1.865, 4.399], [-1.756, -2.015, -1.477], [-4.201, -2.073, -3.287], [-3.880, -3.452, -2.228], [1.962, -4.792, -0.257], [3.015, -2.493, -3.710]],
  "atomic_forces_ev_per_a": [[-0.2, 0.1, -0.1], [0.1, -0.3, -0.3], [0.0, 0.0, 0.0], [-0.2, -0.2, -0.1], [-0.2, 0.0, 0.1], [0.1, 0.6, 0.2], [0.0, -0.2, 0.2], [0.0, 0.0, 0.0], [0.1, 0.0, 0.0], [-0.5, -0.3, 0.5], [0.2, 0.0, -0.1], [0.0, 0.1, 0.0], [-0.3, -0.1, 0.1], [0.0, -0.3, 0.3], [-0.3, -0.1, 0.0], [0.3, 0.1, -0.2], [0.1, 0.1, -0.2], [0.0, 0.2, 0.0], [0.0, 0.0, -0.1], [0.1, -0.3, -0.2], [-0.1, 0.0, 0.0], [0.0, 0.2, -0.3], [0.0, -0.2, -0.1], [0.1, 0.0, 0.0], [-0.2, 0.0, -0.3], [-0.2, -0.3, 0.1], [0.0, -0.1, 0.1], [-0.1, 0.0, 0.1], [0.3, 0.1, 0.2], [0.0, 0.0, -0.1], [0.2, -0.4, 0.4], [0.0, 0.0, 0.0], [0.3, 0.8, -0.3], [0.0, -0.1, 0.1], [0.3, 0.2, -0.2], [-0.2, -0.2, 0.0], [-0.2, 0.2, -0.1], [-0.1, 0.3, -0.2], [0.2, 0.0, 0.0], [0.0, -0.1, 0.2], [0.1, 0.3, 0.0], [-0.1, -0.1, 0.2], [0.2, 0.0, 0.0], [0.1, 0.0, -0.1], [0.1, 0.1, -0.1], [0.0, 0.0, 0.0], [0.0, 0.0, 0.0], [-0.1, 0.0, 0.1], [0.0, 0.0, 0.0], [0.0, 0.0, 0.0], [0.0, 0.0, 0.0], [0.1, 0.0, 0.0], [0.0, 0.0, 0.1], [0.0, 0.0, 0.0], [0.1, -0.1, 0.1], [0.0, 0.0, 0.0], [0.0, 0.1, 0.0], [0.0, 0.0, 0.0], [0.0, -0.1, 0.0], [-0.1, 0.0, 0.0], [-0.1, 0.0, 0.0], [0.0, 0.1, 0.0], [0.0, 0.0, 0.0], [0.0, 0.0, 0.0], [0.1, 0.0, 0.0], [0.0, -0.1, 0.1], [0.0, 0.0, 0.1], [0.0, 0.0, 0.0], [0.1, -0.1, 0.1], [0.0, 0.0, 0.0], [0.0, 0.0, 0.0], [0.0, 0.0, 0.1], [0.0, 0.0, 0.0]],
  "mulliken_charge": [0.00, 0.83, -0.26, -0.16, 0.26, -0.43, 0.33, -0.35, -0.36, -0.37, 0.34, 0.40, 0.40, 0.59, -0.88, -0.67, 0.25, 0.48, -0.38, -1.05, -0.98, 0.44, 0.01, -1.29, -0.99, 0.07, 0.34, -0.52, 0.61, -0.15, -0.15, -1.04, 0.98, -1.04, -0.15, 0.05, -0.42, -0.91, 0.95, -0.27, 0.23, -0.85, 0.62, -1.04, -1.31, 0.57, 0.22, -0.99, 0.45, 0.37, 0.46, 0.53, 0.53, 0.58, 0.44, 0.46, 0.47, 0.48, -0.59, 0.50, 0.36, 0.76, 0.49, 0.47, -0.83, 0.32, 0.33, 0.51, 0.30, 0.30, 0.30, 0.56, 0.49],
  "total_charge": 1
}



no.,calculated total energy (eV)
1,-47044.429
2,-76277.514
3,-116084.634